{
  "formula": "C7H14OS2",
  "method": "wB97M-V/def2-TZVPD",
  "elements": ["S", "S", "O", "C", "C", "C", "C", "C", "C", "C", "H", "H", "H", "H", "H", "H", "H", "H", "H", "H", "H", "H", "H", "H"],
  "positions_angstrom": [[-1.694, 0.189, -2.162], [1.697, -0.253, -1.390], [-2.185, -0.896, -3.070], [1.065, 1.265, -2.313], [-0.205, 0.966, -3.092], [0.132, 0.962, 1.014], [-1.542, -1.162, 1.183], [0.909, -1.248, 1.730], [0.274, -0.816, -0.601], [-0.092, -0.570, 0.800], [-0.238, 1.430, 1.829], [-0.275, 1.466, 0.223], [0.864, 2.216, -1.748], [1.913, 1.395, -2.968], [-0.073, -1.803, -1.046], [-0.802, 1.883, -3.543], [-2.196, -0.821, 0.319], [0.774, -0.876, 2.717], [-1.529, -2.264, 1.064], [-1.912, -0.860, 2.075], [-0.088, 0.130, -3.762], [0.594, -2.341, 1.776], [1.162, 1.105, 0.833], [1.871, -1.222, 1.311]],
  "forces_ev_per_angstrom": [[1.7, -0.4, 0.1], [-0.2, 1.2, -0.6], [0.3, 0.6, 0.5], [-0.9, 0.5, 0.6], [-2.3, 0.5, 0.2], [0.4, -2.9, -1.7], [1.8, -0.1, -5.7], [-2.0, -2.8, -0.5], [-2.2, -2.4, -2.0], [-1.0, 1.0, 1.9], [-0.9, 0.9, 3.2], [-1.5, 1.4, -2.3], [0.7, -1.1, 0.1], [0.1, 0.4, -0.4], [0.5, 1.1, 0.8], [1.8, -1.6, 0.6], [0.3, -0.2, 1.3], [0.4, 0.5, 0.8], [0.2, 0.5, 0.4], [-0.9, 1.0, 2.8], [0.2, 0.1, -0.8], [0.7, 1.1, 0.0], [1.4, 0.4, 0.5], [1.6, 0.4, 0.0]],
  "energy_ha": -1146.58922,
  "lumo_energy_ha": [-0.0174, -0.0218],
  "e_above_lowest_kj_mol": 406.3,
  "homo_ha": [-0.31255, -0.29753],
  "orbital_gap_ha": [0.295, 0.276]
}

---

{
  "formula": "C7H14S",
  "method": "wB97M-V/def2-TZVPD",
  "elements": ["S", "C", "C", "C", "C", "C", "C", "C", "H", "H", "H", "H", "H", "H", "H", "H", "H", "H", "H", "H", "H", "H"],
  "positions_angstrom": [[-0.196, -0.160, -2.283], [1.682, -0.815, -0.415], [0.661, 1.283, 1.608], [0.031, 0.055, 2.276], [0.762, 0.354, -0.821], [-0.126, 0.951, 0.302], [-1.059, 0.031, 1.168], [-1.611, -1.307, 0.674], [1.418, 1.204, -1.104], [0.329, 2.229, 2.074], [-0.666, 1.783, -0.097], [-0.793, -1.965, 0.393], [1.152, -1.788, -0.113], [-1.898, 0.700, 1.517], [-2.227, -1.183, -0.126], [1.729, 1.357, 1.540], [2.330, -1.106, -1.237], [0.650, -0.827, 2.277], [-0.809, 1.008, -2.505], [-0.317, 0.121, 3.323], [-2.177, -1.757, 1.490], [2.382, -0.536, 0.355]],
  "forces_ev_per_angstrom": [[0.1, -0.1, 0.0], [-0.7, -1.4, -0.2], [-0.7, 0.5, 0.1], [-0.7, -0.1, 0.7], [0.2, 0.5, 0.8], [0.4, -0.9, 0.3], [-0.2, 0.5, 0.3], [1.8, 0.3, 2.5], [-0.2, -0.6, -0.1], [-0.1, -0.4, -0.3], [-0.2, 0.6, -0.5], [-0.1, -0.2, 0.0], [0.6, 1.6, -0.3], [0.6, -0.7, -0.4], [-1.8, 0.3, -2.3], [0.7, -0.2, -0.1], [-0.1, 0.1, -0.4], [0.4, -0.3, -0.4], [0.0, 0.1, 0.0], [0.0, 0.3, -0.4], [0.0, -0.2, 0.0], [-0.1, 0.2, 0.6]],
  "energy_ha": -673.26402,
  "lumo_energy_ha": 0.0316,
  "e_above_lowest_kj_mol": 85.1,
  "smiles": "C[C@@H](S)[C@@H]1CC[C@@H]1C",
  "homo_ha": -0.32709,
  "orbital_gap_ha": 0.359
}

---

{
  "formula": "C7H14S",
  "method": "wB97M-V/def2-TZVPD",
  "elements": ["S", "C", "C", "C", "C", "C", "C", "C", "H", "H", "H", "H", "H", "H", "H", "H", "H", "H", "H", "H", "H", "H"],
  "positions_angstrom": [[-1.227, 0.218, 0.157], [1.702, 0.409, 1.059], [-2.281, 1.118, -0.827], [-0.728, 0.963, 1.528], [-0.232, -1.062, -2.020], [0.314, -0.138, -0.996], [1.523, -0.444, -0.168], [0.502, 0.383, 2.079], [0.602, -1.523, -2.602], [0.439, 0.831, -1.366], [1.884, 1.428, 0.703], [-0.828, -0.456, -2.585], [-0.741, -1.918, -1.530], [-1.727, -1.573, 0.156], [1.432, -1.451, 0.314], [2.637, 0.114, 1.683], [2.464, -0.458, -0.656], [0.603, 0.973, 3.060], [-2.036, 0.751, -1.891], [-3.373, 1.106, -0.740], [-1.440, 1.346, 2.156], [0.510, -0.619, 2.488]],
  "forces_ev_per_angstrom": [[-1.1, -0.8, -1.3], [0.9, 1.4, 2.3], [0.7, -0.9, -2.1], [1.0, -2.0, -2.1], [2.5, -2.5, 1.2], [-0.8, 0.0, 1.9], [-0.8, -2.6, 2.7], [1.6, 1.0, 1.3], [-0.6, 0.6, 0.2], [0.0, 1.7, -0.8], [-0.1, 0.2, 0.4], [-1.8, 0.7, -2.1], [-0.1, 0.6, -0.4], [0.9, 2.0, 0.3], [-0.1, 0.1, -0.9], [-1.4, 0.2, -1.4], [0.6, 0.1, -1.2], [0.9, -0.4, -1.5], [-0.5, 0.7, 1.6], [0.5, -0.3, 0.8], [-1.8, 1.1, 1.2], [-0.6, -0.8, -0.1]],
  "energy_ha": -673.03009,
  "lumo_energy_ha": 0.0088,
  "e_above_lowest_kj_mol": 699.3,
  "homo_ha": -0.27275,
  "orbital_gap_ha": 0.282
}

---

{
  "formula": "C7H14Si",
  "method": "wB97M-V/def2-TZVPD",
  "elements": ["Si", "C", "C", "C", "C", "C", "C", "C", "H", "H", "H", "H", "H", "H", "H", "H", "H", "H", "H", "H", "H", "H"],
  "positions_angstrom": [[-0.390, -0.671, -0.941], [0.766, 1.226, 0.830], [1.996, 0.520, -1.315], [-0.284, -1.851, 1.596], [0.156, -1.951, 0.378], [-2.903, 0.891, 0.104], [-2.689, -0.277, -0.408], [0.696, 0.951, -0.687], [-3.698, 1.218, 0.648], [-3.427, -0.981, -0.847], [-0.013, -2.580, 2.407], [-0.311, -1.361, -2.308], [-0.256, 1.160, 1.182], [0.379, 1.857, -1.167], [1.890, 0.399, -2.395], [-0.954, -1.075, 1.943], [0.818, -2.814, 0.156], [2.771, 1.281, -1.198], [-1.966, 1.466, 0.314], [1.264, 0.372, 1.315], [1.481, 2.155, 1.051], [2.397, -0.411, -0.956]],
  "forces_ev_per_angstrom": [[-2.7, 0.2, 0.7], [2.3, 0.2, -0.4], [0.8, 0.7, -0.8], [-0.4, -0.8, 2.9], [0.7, -0.2, -2.3], [3.7, 0.9, 0.9], [3.0, -2.4, -3.1], [-0.6, -1.5, 0.5], [-2.8, 1.0, 0.7], [0.4, 0.3, 1.0], [-0.2, 0.6, -0.9], [0.1, 0.6, 0.7], [0.0, 1.1, 0.7], [-0.6, 0.2, -0.5], [-0.1, 0.0, -0.1], [-0.1, 0.2, -0.2], [-0.4, 0.7, -0.1], [0.1, 0.0, 0.2], [-1.1, 0.0, -0.2], [0.0, 0.3, -0.1], [-2.2, -1.6, -0.2], [0.1, -0.5, 0.5]],
  "energy_ha": -564.47174,
  "lumo_energy_ha": 0.0386,
  "e_above_lowest_kj_mol": 201.2,
  "homo_ha": -0.32302,
  "orbital_gap_ha": 0.362
}

---

{
  "formula": "C7H15AlBBrCl5FMgN4O8P",
  "method": "wB97M-V/def2-TZVPD",
  "elements": ["Br", "Cl", "Cl", "Cl", "Cl", "Cl", "P", "Al", "Mg", "F", "O", "O", "O", "O", "O", "O", "O", "O", "N", "N", "N", "N", "C", "C", "C", "C", "C", "C", "C", "B", "H", "H", "H", "H", "H", "H", "H", "H", "H", "H", "H", "H", "H", "H", "H"],
  "positions_angstrom": [[1.378, 1.575, 4.301], [-3.622, -1.224, 4.064], [2.678, 7.366, -0.562], [-0.025, 5.057, 0.759], [0.153, 2.953, 2.769], [-4.922, -0.818, -4.030], [-1.776, -1.973, 1.426], [-2.722, -2.730, -1.089], [-5.622, -2.796, -1.599], [-3.422, -3.422, -4.009], [1.664, -3.315, -4.172], [1.387, -1.783, -0.114], [2.212, 6.980, -1.880], [-0.551, -1.323, -3.283], [3.642, 8.442, -0.686], [1.553, 7.814, 0.236], [3.304, 6.227, 0.081], [-2.210, -1.050, -4.707], [-1.077, -1.436, -4.397], [0.000, -2.329, 4.891], [-1.160, 1.262, 4.635], [-1.799, -3.568, 1.163], [-0.180, 0.348, 1.991], [2.521, -2.353, 2.297], [-0.031, -1.729, 3.729], [-0.138, -1.312, 2.148], [1.019, 3.847, 1.513], [-0.268, -2.097, -5.456], [-0.843, 0.885, 3.429], [1.225, -1.816, 1.380], [1.879, 4.349, 1.963], [-0.852, -2.128, -6.378], [0.923, 0.718, 1.858], [-0.843, 0.689, 1.070], [-2.006, -3.695, 0.136], [1.361, 3.145, 0.749], [2.834, -1.548, 3.113], [1.412, -0.780, -0.304], [-2.098, -1.323, 0.150], [1.491, -3.010, -3.300], [2.277, -3.375, 2.856], [0.640, -1.507, -5.594], [-0.038, -3.108, -5.112], [3.477, -2.476, 1.599], [-2.822, -1.634, 2.366]],
  "forces_ev_per_angstrom": [[2.6, 0.3, 1.0], [0.1, 0.0, -0.4], [0.1, 0.7, -0.6], [0.2, -0.7, 0.5], [-0.8, 2.2, -0.1], [-1.3, -0.8, 1.9], [0.3, -0.9, 1.4], [-0.8, 0.4, -3.1], [1.2, 1.2, -2.4], [0.0, -0.3, 2.1], [0.5, -0.8, -1.1], [-0.7, 2.7, 3.6], [0.1, -0.1, 0.4], [-0.7, -0.1, 0.1], [-0.3, -0.4, 0.1], [0.0, -0.2, 0.0], [-0.1, -0.3, 0.2], [2.7, -0.4, 1.1], [-1.8, 0.4, -1.1], [-0.1, 5.7, -10.8], [1.6, -3.3, -10.3], [-0.3, 0.8, -1.5], [-1.0, -1.0, 1.0], [0.6, 0.1, -0.3], [-0.3, -5.0, 7.1], [0.2, 1.0, 1.2], [1.2, 1.2, -1.2], [-0.4, 0.3, -0.6], [-2.2, 1.0, 7.0], [2.0, -1.2, -1.2], [-0.2, 0.0, 0.0], [-0.1, 0.2, 0.3], [-2.4, -0.5, 0.5], [1.3, -0.7, 2.1], [1.3, -1.7, 1.6], [-0.2, 0.0, 0.2], [-0.9, -1.7, -1.5], [-0.2, -2.2, -0.3], [0.6, 0.6, 0.3], [-0.3, 0.5, 1.4], [0.5, 2.2, -1.1], [-0.1, -0.3, 0.2], [0.3, 0.2, 0.2], [-2.2, 0.1, 1.5], [-0.1, 0.8, 0.7]],
  "energy_ha": -6879.20750,
  "lumo_energy_ha": -0.1427,
  "charge": -1,
  "homo_ha": -0.19850,
  "orbital_gap_ha": 0.056
}

---

{
  "formula": "C7H15AsBrO5",
  "method": "wB97M-V/def2-TZVPD",
  "elements": ["Br", "As", "O", "O", "O", "O", "O", "C", "C", "C", "C", "C", "C", "C", "H", "H", "H", "H", "H", "H", "H", "H", "H", "H", "H", "H", "H", "H", "H"],
  "positions_angstrom": [[2.861, -2.787, 0.258], [1.378, -0.748, 0.691], [1.121, 1.067, -2.236], [-3.229, 0.123, -0.871], [2.096, -0.643, 2.405], [2.807, 0.267, 0.066], [-3.933, 1.169, 0.961], [0.643, -0.998, -1.190], [0.288, 0.887, 1.017], [1.429, -0.210, -2.180], [-3.074, 0.324, 0.291], [-1.038, 0.660, 1.754], [-2.018, -0.334, 1.108], [0.605, 0.307, -3.543], [0.671, -2.036, -1.509], [-3.638, 2.080, 0.868], [-1.546, 1.628, 1.780], [2.747, 0.065, 2.388], [-0.347, -0.549, -1.214], [0.346, -1.734, 1.250], [-0.093, 1.104, -3.801], [3.619, -0.166, 0.349], [-0.224, -0.377, -3.247], [-0.832, 0.418, 2.792], [2.445, -0.540, -2.371], [0.895, 1.513, 1.667], [-2.531, -0.864, 1.913], [-1.558, -1.092, 0.490], [0.112, 1.466, 0.113]],
  "forces_ev_per_angstrom": [[0.5, -0.6, -0.1], [-0.8, 1.0, 0.0], [-0.9, 0.2, 0.1], [-0.2, -0.1, -0.9], [-0.1, -0.2, 0.0], [0.0, 0.2, 0.2], [-0.1, 0.2, 0.6], [0.7, 0.1, -0.8], [-0.2, 0.0, 0.1], [1.1, -0.1, 0.1], [0.3, -0.1, -0.2], [0.3, 0.4, -0.4], [-0.3, -0.2, 0.8], [-1.0, -0.6, 1.1], [-0.2, -0.2, 0.4], [-0.1, 0.0, -0.1], [-0.1, 0.1, 0.3], [0.0, 0.0, 0.0], [-0.3, -0.3, 0.2], [0.2, -0.1, 0.1], [1.0, 0.5, -1.4], [0.0, -0.2, -0.2], [-0.3, 0.4, 0.4], [0.0, -0.4, 0.1], [0.0, 0.2, -0.2], [0.2, 0.1, 0.0], [-0.1, 0.0, 0.0], [0.2, 0.0, -0.1], [0.1, -0.2, -0.3]],
  "energy_ha": -5461.59693,
  "lumo_energy_ha": 0.1015,
  "charge": -1,
  "homo_ha": -0.19602,
  "orbital_gap_ha": 0.298
}

---

{
  "formula": "C7H15BIN2O5S",
  "method": "wB97M-V/def2-TZVPD",
  "elements": ["I", "S", "O", "O", "O", "O", "O", "N", "N", "C", "C", "C", "C", "C", "C", "C", "B", "H", "H", "H", "H", "H", "H", "H", "H", "H", "H", "H", "H", "H", "H", "H"],
  "positions_angstrom": [[3.117, -0.460, 0.440], [-2.060, 1.062, 3.924], [-0.212, -0.442, -1.574], [-2.291, 1.019, 2.347], [-0.704, 1.455, 4.162], [-2.563, -0.140, 4.508], [0.393, -2.637, -2.116], [3.985, -0.330, -3.598], [3.233, -0.525, -1.596], [4.295, -0.194, -2.316], [-1.363, 0.236, 1.574], [-3.151, 2.390, 4.285], [-1.595, -1.257, 1.705], [2.192, -0.877, -2.431], [-0.631, 0.525, -2.558], [2.687, -0.762, -3.701], [0.705, -1.328, -2.033], [2.168, -0.950, -4.618], [-1.517, 0.545, 0.542], [-3.163, 2.497, 5.367], [-2.776, 3.296, 3.816], [-1.699, 0.665, -2.457], [-0.343, 0.509, 1.853], [-0.443, 0.196, -3.576], [-0.151, 1.477, -2.362], [5.247, 0.121, -1.942], [-4.142, 2.136, 3.921], [-0.936, -1.794, 1.021], [4.603, -0.149, -4.373], [-1.398, -1.606, 2.717], [-2.628, -1.505, 1.465], [1.140, -3.172, -2.399]],
  "forces_ev_per_angstrom": [[0.0, 0.0, 0.0], [-0.2, 0.1, -0.1], [0.0, -0.1, -0.6], [-0.1, 0.0, 0.0], [0.2, -0.1, 0.1], [0.1, 0.0, 0.1], [0.1, 0.1, -0.1], [-0.1, -0.1, -0.2], [-0.1, 0.2, 0.3], [0.2, 0.0, -0.1], [0.2, -0.3, -0.3], [0.0, 0.1, 0.0], [0.0, 0.0, 0.2], [-0.2, -0.1, -0.9], [-0.1, 0.3, 0.5], [-0.3, 0.0, 0.7], [0.1, -0.2, 0.7], [0.2, 0.0, -0.4], [-0.1, 0.1, 0.1], [0.0, 0.0, 0.0], [0.0, 0.0, 0.0], [-0.2, -0.1, 0.1], [0.0, 0.1, 0.1], [0.1, -0.1, -0.1], [0.2, 0.2, -0.1], [0.2, 0.1, 0.2], [0.0, 0.0, 0.0], [0.0, 0.0, -0.1], [0.1, 0.0, 0.0], [0.0, 0.0, 0.0], [0.0, 0.0, -0.1], [0.0, -0.3, 0.0]],
  "energy_ha": -1481.99195,
  "lumo_energy_ha": -0.1778,
  "charge": 1,
  "homo_ha": -0.46345,
  "orbital_gap_ha": 0.286
}

---

{
  "formula": "C7H15BNO4",
  "method": "wB97M-V/def2-TZVPD",
  "elements": ["O", "O", "O", "O", "N", "C", "C", "C", "C", "C", "C", "C", "B", "H", "H", "H", "H", "H", "H", "H", "H", "H", "H", "H", "H", "H", "H", "H"],
  "positions_angstrom": [[2.254, -0.608, -0.050], [-0.164, -4.783, -1.559], [-1.288, 1.716, 0.912], [1.716, -3.691, -2.244], [0.606, -2.998, 1.064], [0.362, 2.740, 2.278], [-1.844, 3.907, 1.645], [0.387, -2.580, -0.354], [0.615, -0.488, -2.170], [0.716, -3.707, -1.443], [-0.955, 2.694, 1.550], [-0.962, -0.078, -2.040], [1.147, -1.201, -0.781], [1.292, 0.415, -2.336], [-1.233, 0.569, -2.939], [0.682, -1.289, -2.982], [-2.757, 3.732, 1.073], [2.886, -1.307, 0.214], [1.531, -3.424, 1.207], [0.973, 3.558, 1.890], [-0.150, -3.685, 1.255], [-1.193, 0.426, -1.029], [-0.742, -2.357, -0.452], [0.191, 2.871, 3.349], [-1.545, -1.075, -2.077], [0.895, 1.800, 2.121], [-2.113, 4.090, 2.688], [-1.331, 4.777, 1.229]],
  "forces_ev_per_angstrom": [[-0.9, -1.4, -1.4], [2.7, 4.7, 1.6], [0.1, 0.6, 0.4], [-1.3, 1.5, 2.5], [-0.8, -0.3, -0.4], [0.2, -0.4, -0.1], [-0.3, -0.1, -0.2], [0.0, 0.5, -0.6], [-0.5, 0.1, 1.2], [-2.0, -5.2, -2.7], [-0.1, -0.7, -0.4], [0.7, -0.8, 0.1], [0.4, -0.1, -0.4], [-1.0, -1.1, -0.3], [0.1, -0.8, 1.3], [0.3, 1.3, 1.0], [0.1, 0.0, 0.1], [-0.8, 0.5, 0.2], [-0.8, 0.0, -0.3], [0.0, 0.1, 0.2], [1.2, 0.3, 0.0], [0.3, -0.6, -1.8], [1.7, -0.5, 0.1], [0.1, 0.2, 0.0], [0.7, 1.7, 0.0], [-0.1, 0.1, 0.0], [0.1, 0.2, 0.0], [0.0, 0.1, 0.2]],
  "energy_ha": -656.34333,
  "lumo_energy_ha": 0.0955,
  "e_above_lowest_kj_mol": 0.0,
  "charge": -1,
  "homo_ha": -0.13425,
  "orbital_gap_ha": 0.230
}